[1]
Here is one molecule with the formula C5H10O from the Open Molecules 2025 dataset. Energies are from wB97M-V/def2-TZVPD.

Geometry as XYZ:
```
16
Properties=species:S:1:pos:R:3:mulliken_charge:R:1
C -0.814 -1.852 -0.374 -1.5206
C 0.248 -0.864 0.091 0.4674
C 0.497 0.304 -0.914 -0.4876
C 0.675 2.257 -0.155 -0.7559
O -0.456 1.186 0.187 -0.2242
C -0.230 0.132 1.144 -0.4715
H -0.461 -2.432 -1.234 0.3684
H -1.077 -2.557 0.422 0.3718
H -1.725 -1.321 -0.673 0.3646
H 1.174 -1.388 0.354 0.3518
H 1.547 0.428 -1.156 0.2422
H -0.119 0.349 -1.810 0.3511
H 0.092 3.188 -0.156 0.1888
H 1.309 2.264 0.747 0.1933
H 0.518 0.417 1.892 0.2477
H -1.178 -0.113 1.634 0.3127
```

DFT total energy (eV): -7388.310
Largest force on an atom (hartree/bohr): 0.0099
Energy relative to the best compared isomer or geometry (same formula, charge and spin) (eV): 6.455
HOMO energy (Eh): -0.25053
Orbital gap (eV): 7.76



[2]
Here is one molecule with the formula C4H6O2 from the Open Molecules 2025 dataset. Energies are from wB97M-V/def2-TZVPD.

Geometry as XYZ:
```
12
Properties=species:S:1:pos:R:3:mulliken_charge:R:1
C -2.800 0.338 0.079 -0.9614
C -1.524 -0.361 0.027 0.1770
C -0.303 0.174 -0.205 -0.2133
O 0.736 -0.729 -0.059 -0.2483
C 2.011 -0.320 0.015 0.2163
O 2.283 0.861 0.152 -0.5077
H -3.043 0.993 -0.846 0.2755
H -2.962 0.907 0.963 0.2655
H -3.572 -0.526 0.013 0.2696
H -1.516 -1.525 0.434 0.1919
H -0.080 1.300 -0.629 0.2266
H 2.721 -1.198 -0.169 0.3084
```

DFT total energy (eV): -8338.358
Largest force on an atom (hartree/bohr): 0.0811
Energy relative to the best compared isomer or geometry (same formula, charge and spin) (eV): 2.103
Structure (SMILES): C/C=C/OC=O
HOMO energy (Eh): -0.33839
Orbital gap (eV): 10.23



[3]
Here is C28H50F21HfN6O16S7 as an isolated structure from the Open Molecules 2025 dataset. Energies are from wB97M-V/def2-TZVPD.

Geometry as XYZ:
```
129
Properties=species:S:1:pos:R:3:mulliken_charge:R:1
Hf -4.405 -2.133 -5.368 0.6860
C -2.959 0.556 -1.484 -0.3889
F -1.801 0.647 -2.121 -0.1423
F -3.056 -0.610 -0.796 -0.1707
F -3.058 1.577 -0.678 0.0101
S -4.317 0.583 -2.860 1.1739
O -5.599 1.000 -2.300 -0.1908
O -3.832 1.550 -3.784 -0.4304
O -4.294 -0.690 -3.641 1.0436
C -8.305 -0.591 -0.706 -0.7741
N -8.531 0.171 0.637 0.5865
C -9.925 -0.358 1.163 -0.9314
C -7.432 -0.188 1.574 -1.0615
C -8.687 1.686 0.329 -0.3417
C -9.301 2.541 1.471 -0.7318
O -8.584 2.482 2.715 -0.4931
H -7.678 -0.093 -1.445 -0.0021
H -9.282 -0.662 -1.182 0.4207
H -7.782 -1.538 -0.567 0.3227
H -10.619 0.214 0.547 0.4238
H -10.010 -0.015 2.194 0.3432
H -10.034 -1.434 1.030 0.3328
H -7.290 -1.263 1.678 0.3967
H -7.650 0.296 2.526 0.3449
H -6.450 0.197 1.298 0.4748
H -9.314 1.767 -0.559 0.4507
H -7.763 2.189 0.048 0.0976
H -10.351 2.276 1.597 0.3339
H -9.380 3.615 1.301 0.4663
H -8.876 3.185 3.300 0.3345
C -2.890 -6.512 1.281 -1.4219
C -2.435 -5.368 2.054 -0.4532
C -2.178 -4.126 1.183 -0.7929
N -1.211 -3.024 1.863 0.7829
C -1.903 -2.472 3.063 -1.1729
C -1.127 -1.900 0.771 0.4217
C 0.358 -1.654 0.482 -0.3471
C 1.028 -2.960 0.749 -0.8923
C 0.325 -3.411 2.063 -0.5987
H -2.073 -7.014 0.764 0.3830
H -3.605 -6.214 0.514 0.3298
H -3.482 -7.172 1.915 0.3847
H -1.534 -5.598 2.622 0.3323
H -3.194 -5.107 2.792 0.3544
H -3.103 -3.661 0.843 0.6311
H -1.568 -4.431 0.333 0.3237
H -2.976 -2.288 3.005 0.2939
H -1.254 -1.647 3.355 0.4715
H -1.869 -3.334 3.730 0.4327
H -1.538 -0.912 0.983 -0.2937
H -1.597 -2.244 -0.151 -0.2057
H 0.678 -0.785 1.057 0.2777
H 0.432 -1.360 -0.565 0.3093
H 2.096 -2.845 0.566 0.5023
H 0.824 -3.682 -0.043 0.2054
H 0.790 -3.068 2.987 0.4624
H 0.557 -4.476 2.016 0.3042
C -7.187 4.381 -2.411 -1.4760
C -5.641 4.407 -2.777 0.5106
C -5.417 5.008 -4.152 -0.7302
N -3.973 5.583 -4.333 0.2488
C -2.984 4.351 -4.350 -1.2345
C -3.803 6.231 -5.769 -0.6102
C -2.549 6.995 -5.606 -0.6711
C -2.661 7.690 -4.176 -0.7568
C -3.588 6.728 -3.308 -0.3901
H -7.739 3.589 -2.917 0.2330
H -7.719 5.285 -2.707 0.4718
H -7.226 4.420 -1.323 0.3456
H -5.178 3.429 -2.647 -0.4099
H -5.026 4.917 -2.035 0.4598
H -5.988 5.898 -4.416 0.6494
H -5.712 4.286 -4.913 0.3091
H -3.170 3.795 -5.268 0.2091
H -3.081 3.757 -3.441 0.2016
H -1.965 4.729 -4.440 0.5624
H -3.883 5.550 -6.616 0.4161
H -4.651 6.913 -5.839 0.4806
H -1.762 6.272 -5.819 0.2512
H -2.539 7.686 -6.448 0.5352
H -1.746 7.889 -3.618 0.3771
H -3.145 8.649 -4.364 0.3378
H -3.053 6.142 -2.561 0.1468
H -4.485 7.229 -2.944 0.4178
C -1.232 4.455 0.034 0.5557
F -0.638 5.571 0.394 -0.1956
F -2.590 4.353 0.290 -0.2141
F -0.980 4.351 -1.286 -0.2297
S -0.354 2.981 1.011 1.1895
O -0.464 1.633 0.427 -0.4924
O 1.053 3.436 0.980 -0.7011
N -1.037 3.193 2.577 -0.6940
S -1.367 1.762 2.978 1.2670
O -2.635 1.262 2.436 -0.5715
O -0.162 0.923 3.007 -0.6473
C -1.865 2.044 4.909 0.4244
F -2.758 2.991 5.069 -0.1871
F -2.251 0.841 5.399 -0.2202
F -0.770 2.321 5.518 -0.2030
C -1.524 0.121 -8.238 0.7496
F -2.591 -0.016 -9.025 -0.1592
F -0.651 -0.902 -8.487 -0.1965
F -0.881 1.214 -8.525 -0.1789
S -2.064 0.056 -6.363 0.2316
O -1.222 0.862 -5.522 -0.4985
O -3.494 0.354 -6.460 0.0073
N -2.186 -1.571 -5.833 -0.3560
S -0.615 -1.916 -5.650 0.9020
O -0.395 -3.366 -5.991 -0.6704
O 0.494 -1.082 -6.174 -0.4636
C -0.595 -1.707 -3.691 0.5638
F -0.355 -2.851 -3.084 -0.2089
F 0.168 -0.602 -3.312 -0.2204
F -1.841 -1.389 -3.246 -0.2938
C -6.235 1.526 -7.525 0.8403
F -5.071 1.498 -8.090 -0.2077
F -6.031 1.949 -6.270 -0.3392
F -7.009 2.440 -8.138 -0.2267
S -7.057 -0.230 -7.355 0.9764
O -8.458 0.036 -7.402 -0.4793
O -6.521 -0.942 -8.516 -0.7290
N -6.322 -0.942 -5.881 -0.2496
S -7.387 -0.433 -4.765 0.7537
O -6.843 -1.048 -3.515 -0.5868
O -7.768 0.960 -4.727 -0.5104
C -9.088 -1.343 -5.172 0.5125
F -9.421 -2.071 -4.087 -0.1844
F -10.098 -0.554 -5.468 -0.1589
F -8.870 -2.212 -6.106 -0.1928
```

DFT total energy (eV): -205739.642
Largest force on an atom (hartree/bohr): 0.1646
Multiplicity: 2
HOMO energy (spin up / spin down) (Eh): -0.44772 / -0.44772
⟨S²⟩: 0.751
Net charge: +2
Orbital gap (spin up / spin down) (eV): 4.77 / 4.61



[4]
Here is a 8-piece molecular cluster, C31H62Cl14F3N3O2PS3 overall from the Open Molecules 2025 dataset. Energies are from wB97M-V/def2-TZVPD.

Geometry as XYZ:
```
119
Properties=species:S:1:pos:R:3:mulliken_charge:R:1
C 4.064 -2.984 1.017 -0.8805
C 2.570 -3.603 1.445 0.1182
C 2.158 -2.753 2.826 -0.9910
C 1.574 -1.315 2.304 1.0843
C 2.378 -0.151 3.200 -0.8622
C -0.011 -1.045 2.562 -0.6007
O -0.437 0.364 2.531 -0.3840
C -0.478 0.947 1.201 0.4796
C -1.833 1.927 1.150 -0.3829
C 0.804 2.012 1.060 0.1975
C 1.067 2.906 2.404 -0.7085
C 0.961 4.518 1.970 -0.2812
S 2.608 5.029 1.152 -0.2133
C -0.543 -0.090 -0.065 -0.9336
C -1.010 0.683 -1.442 0.5056
C -0.275 0.071 -2.815 -0.7661
C 1.062 0.981 -3.243 -0.6675
S 2.541 0.691 -2.135 0.1135
C 4.136 1.328 -2.876 -0.4578
S 5.159 0.163 -3.623 -0.0609
N 4.439 2.802 -2.740 0.2467
C 5.921 3.107 -2.748 -0.4444
C 6.158 4.583 -2.023 -0.6948
C 3.674 3.555 -3.805 -0.4196
C 3.854 2.938 -5.316 -0.6100
N -1.219 -1.410 0.208 0.3876
C -2.653 -1.536 -0.243 0.0649
C -2.755 -2.257 -1.751 -0.4379
C -4.044 -1.684 -2.594 0.6233
F -4.263 -2.610 -3.767 -0.2533
F -5.286 -1.855 -1.749 -0.2777
F -3.928 -0.278 -3.039 -0.2340
C -1.080 -1.879 1.661 0.5346
P -0.924 -3.776 1.674 -0.0877
N -1.210 -4.395 3.362 -0.5831
O -2.179 -4.567 0.737 -0.4095
H 4.404 -2.110 1.756 0.2151
H 4.035 -2.468 -0.056 0.1926
H 4.891 -3.815 1.008 0.3003
H 2.597 -4.763 1.617 0.3926
H 1.830 -3.255 0.596 -0.1182
H 3.137 -2.709 3.460 0.5256
H 1.339 -3.345 3.438 0.1100
H 1.956 -1.168 1.210 -0.2992
H 1.676 0.311 4.049 0.2598
H 2.807 0.702 2.483 -0.0265
H 3.312 -0.571 3.766 0.4307
H -0.208 -1.396 3.689 0.5532
H -1.979 2.469 2.177 0.3189
H -1.567 2.758 0.335 -0.0108
H -2.786 1.370 0.762 -0.5533
H 1.724 1.356 0.714 -0.0264
H 0.630 2.791 0.172 0.3151
H 2.195 2.776 2.766 0.2602
H 0.303 2.751 3.275 0.3251
H 0.076 4.648 1.211 -0.0600
H 0.870 5.181 2.932 0.4270
H 3.020 4.002 0.255 0.1243
H 0.599 -0.375 -0.284 -0.6307
H -0.554 1.784 -1.355 -0.1238
H -2.159 0.840 -1.566 0.3798
H 0.053 -1.029 -2.579 0.2883
H -1.089 0.060 -3.686 0.2688
H 0.724 2.123 -3.312 0.3329
H 1.378 0.652 -4.345 0.3842
H 6.516 2.318 -2.078 0.3333
H 6.399 3.042 -3.816 0.2935
H 5.085 5.005 -1.773 0.1449
H 6.846 4.518 -1.071 0.2421
H 6.676 5.279 -2.832 0.2453
H 4.028 4.680 -3.823 0.4274
H 2.521 3.449 -3.527 0.0204
H 3.751 3.799 -6.102 0.3199
H 3.084 2.059 -5.446 0.1317
H 4.929 2.431 -5.390 0.1765
H -0.676 -2.135 -0.353 0.7554
H -3.253 -0.503 -0.251 0.1365
H -3.323 -2.247 0.444 0.3675
H -2.992 -3.410 -1.547 0.1361
H -1.739 -2.247 -2.330 0.2743
H -2.143 -1.639 2.155 -0.5675
H -1.827 -5.252 3.229 0.1589
H -0.269 -4.827 3.607 0.4358
H -1.694 -4.947 -0.077 0.3604
C -2.290 -8.152 2.471 -0.1212
Cl -0.752 -7.578 1.816 -0.1222
Cl -2.428 -7.776 4.193 -0.1671
H -3.108 -7.666 1.934 0.0918
H -2.353 -9.234 2.337 0.2990
C -4.390 -10.538 0.408 -0.2348
Cl -2.852 -9.965 -0.247 -0.1275
Cl -4.528 -10.163 2.130 -0.1395
H -5.208 -10.052 -0.129 0.2436
H -4.453 -11.621 0.274 0.3195
C 7.466 7.642 0.304 -0.2681
Cl 5.827 7.768 -0.349 -0.1359
Cl 8.406 6.426 -0.569 -0.1405
H 7.962 8.611 0.209 0.2983
H 7.408 7.358 1.357 0.2625
C -5.907 -5.479 -2.226 -0.1620
Cl -5.254 -5.982 -3.789 -0.1496
Cl -4.929 -6.109 -0.895 -0.0781
H -5.913 -4.388 -2.177 0.0341
H -6.927 -5.858 -2.128 0.3505
C -1.056 7.079 -0.436 -0.3644
Cl -2.011 7.260 1.041 -0.1324
Cl -1.066 5.403 -0.998 -0.0763
H -1.480 7.718 -1.214 0.3623
H -0.025 7.379 -0.232 0.2637
C -5.473 -1.027 2.719 -0.4287
Cl -4.758 0.362 1.892 0.0179
Cl -4.223 -2.129 3.310 -0.0394
H -6.064 -0.671 3.566 0.3824
H -6.119 -1.564 2.019 0.2888
C -6.073 6.697 0.700 -0.3176
Cl -5.358 8.086 -0.127 -0.1399
Cl -4.823 5.595 1.291 -0.0834
H -6.664 7.052 1.548 0.2903
H -6.719 6.160 0.001 0.2624
```

DFT total energy (eV): -266960.359
Largest force on an atom (hartree/bohr): 0.0995
HOMO energy (Eh): -0.38305
Net charge: +1
Orbital gap (eV): 7.72



[5]
Here is a 5-piece molecular cluster, C20H32Cl9F4NO7S2 overall from the Open Molecules 2025 dataset. Energies are from wB97M-V/def2-TZVPD.

Geometry as XYZ:
```
75
Properties=species:S:1:pos:R:3:mulliken_charge:R:1
O 2.199 0.124 1.958 -0.3999
C 1.738 1.135 1.574 0.4180
Cl 1.857 2.610 2.574 -0.2031
C 1.079 1.391 0.255 -1.7100
C 0.750 0.136 -0.566 2.3152
C 2.004 -0.655 -1.021 -0.7005
C 3.164 0.190 -1.612 -0.7031
C 4.333 0.387 -0.653 -0.3695
O 5.219 1.416 -1.106 -0.5982
C 0.168 0.684 -1.880 -1.2760
O 0.654 1.526 -2.582 -0.4002
N -1.098 0.113 -2.185 -0.2464
C -1.683 -0.349 -0.930 1.0397
C -2.606 0.745 -0.339 -1.8022
C -2.433 2.128 -0.975 0.3789
O -3.035 2.175 -2.245 -0.6207
C -3.116 3.194 -0.119 0.3891
F -2.826 4.417 -0.584 -0.2865
F -4.442 3.066 -0.111 -0.2709
F -2.700 3.153 1.162 -0.1949
S -2.769 -1.699 -1.496 1.6937
O -2.043 -2.707 -2.189 -0.5966
O -3.911 -1.128 -2.120 -0.6178
F -3.238 -2.250 -0.120 -0.0898
C -0.447 -0.724 0.000 0.3431
O -0.718 -0.539 1.366 -0.5139
S -0.042 -2.513 0.116 -0.2642
H 0.170 1.960 0.474 0.2971
H 1.708 2.066 -0.324 0.6280
H 2.414 -1.236 -0.197 -0.2893
H 1.698 -1.335 -1.816 0.8411
H 3.552 -0.362 -2.468 0.4864
H 2.844 1.160 -1.982 0.0870
H 3.999 0.626 0.358 0.0901
H 4.939 -0.516 -0.594 0.3775
H 4.756 2.256 -1.017 0.3414
H -0.966 -0.581 -2.917 0.5645
H -2.461 0.836 0.734 0.4317
H -3.659 0.494 -0.466 0.6613
H -1.388 2.442 -1.019 0.3258
H -2.413 2.564 -2.871 0.4490
H -0.856 0.391 1.596 -0.3989
H 0.100 -2.804 -1.176 0.1459
Cl -7.392 -3.831 1.957 -0.1961
C -5.738 -3.955 1.304 -0.1898
C -5.513 -5.243 0.556 -0.3823
Cl -5.516 -6.659 1.640 -0.1964
H -5.044 -3.854 2.134 0.3432
H -5.600 -3.115 0.626 0.0365
H -4.539 -5.215 0.070 0.2111
H -6.279 -5.400 -0.198 0.3767
Cl 3.246 2.871 -4.579 -0.1599
C 1.986 3.261 -5.779 -0.5096
C 1.269 4.547 -5.455 -0.5315
Cl 0.269 4.390 -3.989 -0.1212
H 1.294 2.424 -5.817 0.2700
H 2.482 3.354 -6.743 0.4028
H 0.602 4.813 -6.273 0.2967
H 1.970 5.361 -5.294 0.3377
Cl 1.061 -0.301 4.978 -0.0955
C -0.403 0.361 5.741 -0.5207
C -1.560 0.412 4.779 -0.4839
Cl -1.302 1.622 3.486 -0.0569
H -0.163 1.349 6.125 0.3165
H -0.659 -0.289 6.575 0.3305
H -2.468 0.706 5.303 0.4406
H -1.725 -0.549 4.299 0.2409
Cl 6.061 -4.321 3.248 -0.1996
C 5.644 -2.614 2.943 -0.4493
C 4.173 -2.420 2.691 -0.1056
Cl 3.657 -3.145 1.142 -0.1622
H 6.239 -2.274 2.099 0.2907
H 5.936 -2.051 3.828 0.3569
H 3.944 -1.359 2.637 -0.0444
H 3.571 -2.867 3.477 0.4019
```

DFT total energy (eV): -182324.776
Largest force on an atom (hartree/bohr): 0.0207
Structure (SMILES): O=C(Cl)C[C@]1(CCCO)C(=O)N[C@@](C[C@@H](O)C(F)(F)F)(S(=O)(=O)F)[C@@]1(O)S.ClCCCl.ClCCCl.ClCCCl.ClCCCl
HOMO energy (Eh): -0.35438
Orbital gap (eV): 9.80



Which of these has the lowest largest force on an atom?
C5H10O



largest force on an atom of number 3 (C28H50F21HfN6O16S7)?
0.1646 hartree/bohr